(1)
Entry from the Open Molecules 2025 dataset: a single C3H7N3O molecule in a non-equilibrium geometry (ωB97M-V with the def2-TZVPD basis set).

Computed properties:
E_LUMO: 0.38 eV
SMILES string: CN/N=C(\N)C=O
ΔE to the lowest compared entry with this formula, charge and spin: 97.83 kcal per mole
Calculated total energy: -9738.791 eV

```
14
C3H7N3O | the Open Molecules 2025 dataset | ωB97M-V with the def2-TZVPD basis set
C 0.25739 2.66964 1.38256
C 0.02495 -0.50196 -0.33369
C -1.00647 -1.22856 -1.16857
H 1.12756 3.22105 1.79133
H -0.01614 3.43584 0.71486
H -0.54464 2.59985 2.27498
H 0.75402 0.52645 1.72002
H 1.34289 -1.92320 -0.40348
H 1.93048 -0.20897 0.07909
H -1.96305 -0.74341 -1.18592
N 0.34932 1.21560 0.95580
N -0.62437 0.52152 0.33074
N 1.20753 -0.89809 -0.04871
O -0.60172 -2.30194 -1.61719
```

Mulliken atomic charge list, values in e, 6 entries:
1. C -0.783
2. C 0.304
3. C 0.128
4. H 0.286
5. H 0.307
6. H 0.223



(2)
Entry from the Open Molecules 2025 dataset: 3 unconnected molecules or ions with the total composition C42H63F18N6O5S in a non-equilibrium geometry (ωB97M-V with the def2-TZVPD basis set).

Computed properties:
2S+1: 3
E_LUMO (alpha / beta): -3.70 / -3.70 eV
Net charge: +1
Calculated total energy: -123492.081 eV

```
135
C42H63F18N6O5S | the Open Molecules 2025 dataset | ωB97M-V with the def2-TZVPD basis set
N -4.18173 0.12996 0.29935
C -3.14909 1.01903 -0.02902
N -2.18821 1.37931 0.89462
C -2.64095 1.37174 2.29072
C -3.69974 2.45908 2.51844
O -3.13457 3.42816 3.41966
C -3.59577 4.70702 3.17442
O -4.46597 5.20858 3.85153
C -0.89868 0.64716 0.71997
C 0.25701 1.54668 1.21346
C 1.56899 1.25345 0.49311
O 2.10422 0.18224 0.69499
N 2.19273 2.21994 -0.38182
C 2.38545 3.49879 0.19078
C 2.44389 3.72734 1.52940
C 2.61234 4.97090 2.03215
C 2.73018 6.03656 1.20584
C 2.70607 5.80682 -0.13636
C 2.54111 4.57333 -0.63601
N -3.10108 1.50748 -1.22988
C -4.07364 1.19490 -2.28003
C -3.44658 0.54176 -3.52613
C -2.35879 -0.48194 -3.21110
C -1.60664 -0.90821 -4.46180
F -2.25223 -1.90782 -5.07951
F -1.51628 0.09894 -5.35908
C -0.14356 -1.32324 -4.15161
F -0.08694 -2.39042 -3.38448
F 0.47789 -0.27801 -3.58672
F 0.46636 -1.55388 -5.30788
C -2.02368 2.44370 -1.61370
C -2.14697 3.79196 -0.90497
C -1.05125 4.77870 -1.36191
F -0.50914 5.29053 -0.24903
F -0.13761 4.11186 -2.09320
C -1.67344 5.94519 -2.16677
F -2.57320 6.49250 -1.33789
F -2.36581 5.41679 -3.19453
C -0.64652 7.05141 -2.59854
F -0.88310 8.10607 -1.79901
F 0.60505 6.68864 -2.32603
C -0.81267 7.60108 -4.04667
F -2.08063 7.83583 -4.32470
F -0.21975 8.79595 -4.05804
S 0.01209 6.59847 -5.41461
F 0.00681 5.29024 -4.51576
F -1.41044 6.18628 -5.98625
F -0.02387 7.86480 -6.35524
F 1.43341 7.02034 -4.91576
F 0.67866 5.76720 -6.56211
H -4.91744 0.58568 0.82839
H -3.79188 -0.64484 0.82367
H -2.98041 0.39532 2.64191
H -1.81570 1.64980 2.93984
H -3.94683 2.98576 1.59162
H -4.58138 2.06755 3.02489
H -3.13762 5.30811 2.36943
H -0.94481 -0.21556 1.38680
H -0.73467 0.29524 -0.29557
H 0.39443 1.36604 2.27842
H -0.06513 2.58643 1.13884
H 1.68665 2.29530 -1.25767
H 2.34530 2.91529 2.24178
H 2.64653 5.15925 3.09468
H 2.84718 7.02909 1.60525
H 2.80892 6.66863 -0.77924
H 2.50556 4.47434 -1.71413
H -4.90746 0.60139 -1.93000
H -4.49598 2.14946 -2.59645
H -3.09861 1.33762 -4.18033
H -4.24561 0.05786 -4.08296
H -1.68071 -0.17074 -2.41979
H -2.86254 -1.38634 -2.86504
H -2.07457 2.63150 -2.68112
H -1.07222 1.94815 -1.45516
H -2.09185 3.71482 0.17367
H -3.14211 4.18089 -1.11965
C 0.39422 -9.06925 -4.78641
C 0.66983 -8.45354 -3.38945
C -0.23163 -7.23561 -3.15804
C 0.20367 -5.98175 -3.91347
C 1.67967 -5.68236 -3.66364
C 2.58327 -6.87583 -3.97083
N 2.11820 -8.10832 -3.27039
O 2.43145 -8.02272 -2.01600
C 2.63278 -7.09722 -5.49495
C 4.02183 -6.53834 -3.58692
C 0.26750 -9.53502 -2.38856
H 1.30109 -9.48214 -5.22658
H -0.31333 -9.89502 -4.72264
H -0.03367 -8.35222 -5.48787
H -0.24971 -6.99946 -2.08866
H -1.25881 -7.48963 -3.42996
H 0.01029 -6.09097 -4.98413
H -0.39816 -5.13191 -3.58186
H 1.98388 -4.82527 -4.26940
H 1.80628 -5.37826 -2.61918
H 3.21359 -7.98636 -5.74250
H 3.11166 -6.24557 -5.97921
H 1.65405 -7.19068 -5.95913
H 4.11625 -6.25517 -2.53962
H 4.37370 -5.69434 -4.17992
H 4.68641 -7.38244 -3.77585
H 0.89591 -10.42093 -2.49154
H -0.76661 -9.82954 -2.56519
H 0.32775 -9.18907 -1.35757
C 0.05152 0.23053 8.25331
C 0.07520 -0.38170 6.82865
C 0.24017 -1.90399 6.90618
C 1.65579 -2.36578 7.24338
C 2.67430 -1.70650 6.31587
C 2.55971 -0.18235 6.30179
N 1.15954 0.25965 6.02544
O 0.90881 0.09623 4.76487
C 3.05504 0.37764 7.64891
C 3.52721 0.39278 5.26917
C -1.30522 -0.08588 6.24380
H 0.51475 1.21645 8.27276
H -0.96892 0.36966 8.60852
H 0.54947 -0.39870 8.99031
H -0.04213 -2.34628 5.94455
H -0.46041 -2.30369 7.64261
H 1.89209 -2.15118 8.28867
H 1.71787 -3.45008 7.13598
H 3.68340 -1.99189 6.61846
H 2.53638 -2.09845 5.30300
H 2.92035 1.45912 7.69804
H 4.11890 0.17287 7.76696
H 2.57015 -0.06464 8.51531
H 3.35533 -0.00700 4.27028
H 4.55071 0.13992 5.54190
H 3.45097 1.48099 5.22317
H -1.46926 0.98963 6.14276
H -2.07468 -0.48572 6.90256
H -1.44912 -0.55198 5.26784
```

Mulliken atomic charge list, values in e, 6 entries:
1. N -0.379
2. C -0.463
3. N 1.197
4. C -0.722
5. C -0.650
6. O -0.278



(3)
Entry from the Open Molecules 2025 dataset: a single CH2O2S molecule in a non-equilibrium geometry (ωB97M-V with the def2-TZVPD basis set).

Computed properties:
E_LUMO: 0.49 eV
SMILES string: OC(O)=S
ΔE to the lowest compared entry with this formula, charge and spin: 16.82 kcal per mole
Calculated total energy: -15999.206 eV

```
6
CH2O2S | the Open Molecules 2025 dataset | ωB97M-V with the def2-TZVPD basis set
C 0.30405 0.01852 -0.03271
H 0.71157 -1.82185 0.18207
H 0.17431 1.72533 -0.08866
O 1.26257 -0.98668 -0.02522
O 1.02099 1.13942 0.03214
S -1.31116 -0.07728 0.00297
```

Taken from the Mulliken analysis, the atomic charges in e are:
1. C 0.464
2. H 0.354
3. H 0.355
4. O -0.436
5. O -0.377
6. S -0.361